No. 1
107
Properties=species:S:1:pos:R:3 method="wB97M-V/def2-TZVPD" largest_force_ev_per_a=3.11 charge=0 gap_ev=1.25 e_tot_ev=-86098.561
C 2.611 1.936 3.523
C 3.515 0.698 3.261
C 4.968 0.910 3.751
C 5.995 1.317 2.657
C 5.464 2.281 1.568
C 4.990 1.615 0.271
C 6.011 0.644 -0.373
C 5.728 -0.853 -0.068
C 5.434 -1.711 -1.331
C 4.051 -2.385 -1.363
C 2.935 -1.438 -0.848
C 1.528 -1.983 -1.186
C 0.308 -0.990 -0.955
P 0.854 0.455 0.171
S -0.639 1.431 0.923
N -0.504 -1.723 0.039
C -1.737 -1.922 -0.265
C -2.758 -2.603 0.525
C -1.951 -1.372 -1.627
C -3.334 -0.763 -1.864
O -3.658 0.052 -0.738
C -4.577 1.056 -0.989
C -4.450 2.024 -1.963
C -5.421 2.987 -2.067
C -6.505 3.033 -1.234
C -6.641 2.056 -0.263
C -5.672 1.091 -0.160
C -0.610 -0.643 -2.187
C -1.013 0.826 -2.431
C 0.130 1.824 -2.769
C -0.208 3.235 -2.222
F 0.584 3.541 -1.128
C -0.429 -1.419 -3.526
C 0.594 -0.909 -4.552
C 1.974 -0.511 -4.045
F 0.005 0.087 -5.342
H 2.932 2.368 4.475
H 2.637 2.674 2.719
H 1.587 1.580 3.675
H 3.090 -0.109 3.872
H 3.467 0.361 2.221
H 5.015 1.631 4.572
H 5.313 -0.051 4.155
H 6.800 1.854 3.174
H 6.459 0.417 2.241
H 4.681 2.912 2.000
H 6.282 2.969 1.319
H 4.836 2.432 -0.450
H 4.006 1.141 0.368
H 7.008 0.944 -0.033
H 5.990 0.837 -1.452
H 4.981 -0.938 0.724
H 6.660 -1.240 0.363
H 5.607 -1.074 -2.205
H 6.188 -2.505 -1.384
H 3.800 -2.577 -2.419
H 4.019 -3.360 -0.868
H 3.037 -1.457 0.241
H 3.154 -0.455 -1.271
H 1.391 -2.858 -0.543
H 1.580 -2.367 -2.207
H 1.483 -0.227 1.238
H 1.861 1.227 -0.435
H -0.184 -2.074 0.940
H -3.551 -1.921 0.843
H -3.281 -3.384 -0.127
H -2.348 -3.177 1.385
H -2.016 -2.310 -2.235
H -3.464 -0.270 -2.829
H -4.054 -1.604 -1.854
H -3.586 2.026 -2.619
H -5.336 3.780 -2.806
H -7.261 3.809 -1.291
H -7.455 2.025 0.453
H -5.757 0.338 0.621
H -1.669 0.819 -3.311
H -1.605 1.258 -1.625
H 0.285 1.972 -3.838
H 1.097 1.593 -2.318
H -1.275 3.385 -2.030
H 0.067 3.968 -2.991
H -1.403 -1.379 -4.025
H -0.186 -2.468 -3.323
H 0.760 -1.739 -5.251
H 2.594 -1.415 -4.048
H 1.998 -0.097 -3.040
H 2.437 0.183 -4.752
C -2.500 -2.881 4.276
O -2.680 -3.951 3.484
H -3.190 -2.779 5.148
H -1.502 -2.786 4.768
H -2.612 -1.870 3.797
C -6.162 -2.919 3.083
C -7.564 -3.037 3.631
O -7.491 -2.266 4.829
C -6.469 -1.377 4.690
O -6.255 -0.482 5.439
O -5.733 -1.649 3.582
H -6.134 -2.935 1.994
H -5.493 -3.694 3.466
H -8.314 -2.594 2.970
H -7.847 -4.065 3.846
Mg -3.692 -4.306 -1.852
C 1.898 6.046 -0.600
O 3.031 5.624 -0.806
O 1.065 6.352 -1.489
O 1.397 6.249 0.534



No. 2
100
Properties=species:S:1:pos:R:3 method="wB97M-V/def2-TZVPD" spin_multiplicity=4 largest_force_ev_per_a=7.38 e_above_lowest_kj_mol=0.0 s2=3.770 charge=+1 gap_ev="7.35 / 7.42" e_tot_ev=-88015.892
C 2.472 -1.328 -1.236
C 1.379 0.507 -2.221
C 3.374 -1.381 -2.295
C 2.203 0.449 -3.338
C 3.233 -0.497 -3.360
H 4.160 -2.131 -2.258
H 2.035 1.150 -4.156
H 3.918 -0.531 -4.206
N 1.545 -0.355 -1.196
P 0.758 -2.445 0.676
P 0.176 2.337 -0.347
C 2.432 -2.344 -0.108
H 2.703 -3.347 -0.475
H 3.176 -2.072 0.662
C 0.212 1.450 -2.051
H 0.226 2.228 -2.823
C -1.429 3.398 -0.362
C 1.697 3.479 -0.334
C -0.255 -3.566 -0.475
C 1.077 -3.262 2.354
C -2.615 2.610 0.237
H -2.574 2.573 1.338
H -3.550 3.136 -0.012
H -2.701 1.592 -0.164
C -1.281 4.673 0.485
H -0.933 4.454 1.505
H -0.626 5.422 0.024
H -2.276 5.141 0.570
C -1.792 3.758 -1.804
H -2.675 4.417 -1.784
H -0.994 4.296 -2.330
H -2.069 2.862 -2.372
C 1.863 4.009 1.106
H 1.838 3.196 1.843
H 2.843 4.498 1.185
H 1.102 4.748 1.371
C 2.979 2.718 -0.704
H 3.205 1.914 0.005
H 2.929 2.305 -1.718
H 3.813 3.439 -0.677
C 1.538 4.625 -1.351
H 1.176 4.276 -2.325
H 0.897 5.436 -0.994
H 2.534 5.063 -1.510
C -0.273 -3.563 3.016
H -0.081 -3.986 4.013
H -0.869 -2.649 3.150
H -0.874 -4.295 2.461
C 1.845 -2.284 3.254
H 2.805 -1.970 2.825
H 1.256 -1.389 3.493
H 2.057 -2.799 4.204
C 1.922 -4.538 2.214
H 2.818 -4.381 1.602
H 2.255 -4.836 3.217
H 1.358 -5.379 1.803
C 0.080 -3.235 -1.936
H 1.096 -3.545 -2.220
H -0.628 -3.767 -2.592
H -0.026 -2.162 -2.133
C -1.747 -3.270 -0.234
H -1.973 -2.203 -0.353
H -2.337 -3.818 -0.980
H -2.075 -3.592 0.761
C 0.018 -5.060 -0.257
H 1.082 -5.307 -0.354
H -0.361 -5.425 0.704
H -0.514 -5.621 -1.040
V 0.115 -0.161 0.373
C 1.566 0.334 1.380
O 2.576 0.606 1.945
N -1.304 -0.123 -1.005
C -1.096 0.509 -2.076
C -1.894 0.350 -3.406
C -1.432 1.314 -4.490
C -1.606 -1.050 -3.937
C -3.392 0.521 -3.108
H -1.594 2.363 -4.227
H -0.372 1.158 -4.725
H -2.008 1.110 -5.402
H -1.953 -1.822 -3.243
H -2.117 -1.204 -4.895
H -0.530 -1.183 -4.111
H -3.891 1.056 -3.923
H -3.869 -0.458 -3.004
H -3.578 1.074 -2.182
N -1.317 0.233 2.007
C -1.231 0.099 3.445
C -0.119 0.591 4.126
C -0.076 0.487 5.524
C -1.172 -0.008 6.230
C -2.307 -0.450 5.538
C -2.333 -0.412 4.139
H -2.154 -0.241 1.672
H -1.450 1.217 1.756
H 0.699 1.056 3.571
H 0.823 0.820 6.051
H -1.144 -0.054 7.319
H -3.179 -0.811 6.081
H -3.217 -0.750 3.585



No. 3
97
Properties=species:S:1:pos:R:3 method="wB97M-V/def2-TZVPD" spin_multiplicity=5 largest_force_ev_per_a=3.29 e_above_lowest_kj_mol=14.2 s2=6.044 charge=+2 gap_ev="6.49 / 6.00" e_tot_ev=-61088.817
Pt -5.160 -2.818 -1.273
C 0.855 -0.505 -2.156
C 0.000 0.585 -2.473
C 1.419 1.264 -0.791
C 1.761 -0.068 -1.142
C 0.329 1.668 -1.612
C 0.862 -1.827 -2.818
H 0.011 -1.915 -3.503
H 0.794 -2.652 -2.094
H 1.785 -1.967 -3.407
C 2.918 -0.803 -0.587
H 2.994 -1.805 -1.029
H 2.836 -0.910 0.507
H 3.860 -0.263 -0.790
C 2.147 2.077 0.213
H 3.193 2.232 -0.101
H 2.157 1.575 1.194
H 1.680 3.059 0.336
C -0.263 3.023 -1.648
H 0.335 3.686 -2.299
H -0.281 3.470 -0.642
H -1.285 3.007 -2.047
C -1.018 0.572 -3.548
H -0.530 0.403 -4.522
H -1.547 1.534 -3.594
H -1.745 -0.247 -3.399
C -6.107 -3.691 0.228
C -7.023 -3.465 -0.922
C -7.913 -2.236 -0.969
C -7.150 -0.933 -0.625
C -5.569 -0.971 -0.582
C -5.130 -0.719 0.856
C -5.605 -1.715 1.929
C -6.329 -3.027 1.573
H -8.797 -2.340 -0.326
H -7.507 -0.556 0.338
H -8.333 -2.180 -1.984
H -7.404 -2.907 1.764
H -5.763 -4.722 0.328
H -7.334 -4.361 -1.490
H -5.984 -3.768 2.309
H -4.769 -1.954 2.610
H -5.609 0.247 1.096
H -6.288 -1.158 2.595
H -7.397 -0.174 -1.375
H -5.124 -0.236 -1.280
P -1.312 -1.984 0.254
C 0.265 -2.624 0.851
C -2.185 -3.533 -0.233
P -3.391 -0.123 1.501
C -2.378 -1.649 1.775
C -2.562 0.762 0.171
C -3.618 0.989 2.915
H 0.794 -1.760 1.278
H 0.828 -3.020 -0.004
H 0.142 -3.382 1.631
H -3.167 -3.280 -0.725
H -2.413 -4.121 0.666
H -1.566 -4.130 -0.915
H -4.324 0.593 3.658
H -4.003 1.954 2.556
H -2.660 1.185 3.422
H -1.781 -1.536 2.707
H -3.009 -2.562 1.893
H -1.481 0.759 0.364
H -2.918 1.802 0.128
H -2.753 0.268 -0.790
C -0.012 2.135 5.112
C 1.109 2.100 4.067
C 1.818 3.455 3.997
C 2.077 0.947 4.348
C 3.040 1.054 5.335
C 3.896 -0.012 5.623
C 3.789 -1.215 4.923
C 2.837 -1.387 3.936
C 2.662 -2.721 3.225
C 3.970 -3.481 3.021
C 1.631 -3.602 3.940
C 1.939 -0.290 3.604
O 1.074 -0.367 2.669
H 0.399 2.385 6.101
H -0.496 1.152 5.176
H -0.768 2.885 4.848
H 0.653 1.897 3.089
H 2.222 3.737 4.979
H 2.644 3.422 3.274
H 1.113 4.233 3.679
H 3.117 1.988 5.899
H 4.649 0.094 6.399
H 4.453 -2.048 5.162
H 2.271 -2.493 2.228
H 4.335 -3.903 3.965
H 3.813 -4.302 2.311
H 4.736 -2.819 2.602
H 0.688 -3.057 4.069
H 1.430 -4.514 3.364
H 2.002 -3.892 4.933



No. 4
110
Properties=species:S:1:pos:R:3 method="wB97M-V/def2-TZVPD" largest_force_ev_per_a=10.21 charge=+1 gap_ev=6.34 e_tot_ev=-79943.022
C -3.676 -1.951 2.697
C -2.553 -3.123 2.465
O -1.430 -2.750 1.592
C -0.172 -2.576 2.343
C -0.052 -0.931 2.630
O 1.139 -0.302 2.148
C 1.086 0.508 0.944
C 0.001 -0.225 -0.086
C 2.578 0.133 0.258
O 2.584 -1.368 0.239
C 3.064 -1.933 -1.007
C 3.277 -3.570 -0.745
P 4.108 0.475 1.341
O 5.201 -0.660 0.959
O 3.930 0.249 3.056
O 5.012 1.943 0.910
N 2.724 0.795 -1.066
C 2.482 2.287 -1.010
C 1.766 2.705 -2.444
C 1.830 2.891 0.328
N 0.860 1.996 1.129
C -0.523 2.530 0.900
C -1.031 2.867 -0.605
C -2.579 3.484 -0.435
I -3.479 3.784 -2.423
C 1.171 2.489 2.564
C 0.094 2.222 3.721
O 0.796 1.503 4.836
C 0.229 1.881 6.139
C 1.315 1.939 7.410
O -1.054 2.132 6.411
H -3.554 -1.001 2.024
H -3.762 -1.571 3.817
H -4.749 -2.403 2.439
H -3.116 -4.019 1.911
H -2.236 -3.560 3.514
H 0.705 -2.802 1.570
H -0.090 -3.216 3.319
H -1.086 -0.370 2.425
H 0.019 -0.896 3.826
H -1.136 -0.051 0.242
H 0.052 0.172 -1.186
H 0.084 -1.388 -0.142
H 4.077 -1.504 -1.406
H 2.176 -1.874 -1.796
H 4.447 -3.794 -0.666
H 2.770 -4.230 -1.579
H 2.842 -3.854 0.328
H 3.998 -0.712 3.334
H 5.573 1.775 0.096
H 2.089 0.471 -1.820
H 3.575 2.766 -1.106
H 0.786 2.040 -2.593
H 2.548 2.521 -3.313
H 1.383 3.814 -2.379
H 2.759 3.164 1.034
H 1.368 3.972 0.114
H -0.716 3.562 1.476
H -1.337 1.793 1.371
H -1.149 1.972 -1.341
H -0.427 3.770 -1.102
H -3.198 2.597 0.065
H -2.619 4.421 0.265
H 1.218 3.680 2.449
H 2.236 2.185 2.931
H -0.285 3.253 4.184
H -0.850 1.587 3.482
H 1.436 0.827 7.827
H 0.974 2.666 8.265
H 2.397 2.216 6.990
N 0.667 -6.779 -3.262
C 1.271 -7.237 -4.404
C 2.243 -8.141 -4.038
C 2.220 -8.236 -2.626
C 1.235 -7.387 -2.173
H -0.082 -6.100 -3.228
H 0.960 -6.880 -5.376
H 2.897 -8.676 -4.715
H 2.853 -8.858 -2.006
H 0.892 -7.163 -1.172
N -2.473 6.220 -5.290
C -2.293 7.573 -5.166
C -1.354 7.965 -6.094
C -0.957 6.808 -6.806
C -1.666 5.745 -6.291
H -3.103 5.660 -4.731
H -2.847 8.140 -4.430
H -0.994 8.975 -6.242
H -0.233 6.755 -7.609
H -1.664 4.695 -6.550
N -1.604 4.815 5.949
C -2.355 5.123 4.845
C -2.936 6.354 5.055
C -2.516 6.806 6.328
C -1.692 5.838 6.857
H -1.067 3.966 6.074
H -2.413 4.441 4.007
H -3.591 6.870 4.365
H -2.785 7.739 6.808
H -1.163 5.789 7.799
N -1.999 -9.381 -6.935
C -3.296 -9.248 -6.513
C -3.291 -8.517 -5.346
C -1.944 -8.192 -5.058
C -1.168 -8.736 -6.057
H -1.702 -9.877 -7.765
H -4.110 -9.686 -7.076
H -4.164 -8.245 -4.766
H -1.580 -7.622 -4.213
H -0.098 -8.719 -6.217